[1]
35
Properties=species:S:1:pos:R:3 method="wB97M-V/def2-TZVPD" energy_ha=-8635.5162 total_charge=-1 e_lumo_ha=0.0487 fmax_ha_per_bohr=0.01470 e_homo_ev=-5.42 mol_weight_g_mol=757.93 homo_lumo_gap_ha=0.248
Zr 1.25480 1.04434 -1.28421
Se 3.29341 -0.21979 -2.47192
Se 4.12951 0.55056 -0.46839
Te 3.93035 3.14133 -0.61901
Se 2.19642 3.25373 -2.40402
O -5.10163 4.01598 0.48610
C -4.93766 3.21038 -0.44502
O -5.73452 2.67466 -1.23090
C -3.44951 2.76963 -0.64813
C -2.45036 3.27107 0.17483
C -1.14344 2.86484 -0.01343
N -0.80817 2.00967 -0.98466
C -1.77215 1.51754 -1.78186
C -3.09637 1.86688 -1.64507
C -1.24696 0.53373 -2.79786
O -1.96869 -0.16278 -3.45501
O 0.08909 0.52085 -2.82444
H -2.73134 3.96930 0.95113
H -0.33391 3.22111 0.61236
H -3.85142 1.45104 -2.29700
O 1.24704 1.17117 0.91583
N 1.47832 0.07280 1.53823
N 1.12747 -0.93743 0.85548
O 0.54431 -0.77688 -0.32267
C 1.43409 -2.25133 1.32844
C 2.11581 -2.43433 2.52739
C 2.38743 -3.71792 2.95893
C 1.98706 -4.81467 2.20085
C 1.31510 -4.61392 1.00633
C 1.03245 -3.33071 0.56180
H 2.42304 -1.57062 3.09802
H 2.91733 -3.85995 3.89117
H 2.20341 -5.81811 2.54246
H 1.00693 -5.46459 0.41336
H 0.51276 -3.15756 -0.36909

---

[2]
34
Properties=species:S:1:pos:R:3 method="wB97M-V/def2-TZVPD" energy_ha=-4262.8217 total_charge=-2 e_lumo_ha="0.1760 / 0.1711" fmax_ha_per_bohr=0.01323 e_homo_ev="-1.79 / -2.00" multiplicity=3 mol_weight_g_mol=538.68 homo_lumo_gap_ha="0.242 / 0.245"
Pd 0.56702 0.26980 -0.27425
O 0.74878 3.02400 -3.49640
C 1.06666 2.02156 -2.84473
O 1.05309 1.94626 -1.57874
C 1.56027 0.81060 -3.65495
C 1.52702 0.97084 -5.04213
C 1.95107 -0.01004 -5.92078
C 2.42714 -1.20856 -5.40080
C 2.47015 -1.38859 -4.03242
C 2.04954 -0.39675 -3.12674
S 2.21960 -0.87187 -1.42886
H 1.14843 1.92015 -5.39753
H 1.90895 0.15435 -6.99188
H 2.75988 -2.00528 -6.05844
H 2.83081 -2.32437 -3.62151
O -0.29334 -3.17064 2.77823
As -0.07553 -1.59349 1.93741
O -0.66661 -1.78654 0.39523
O 1.49698 -1.14808 2.11368
C -1.25417 -0.55452 3.11741
C -1.73939 -1.22637 4.23614
C -2.54486 -0.58393 5.17038
C -2.87686 0.74566 4.99925
C -2.40465 1.43510 3.89027
C -1.60114 0.80042 2.95400
S -1.07404 1.78975 1.55669
O -1.55175 1.04460 0.38473
O -1.64711 3.09677 1.74573
O 0.39605 1.72137 1.57125
H 0.08974 -3.81203 2.16765
H -1.47714 -2.26517 4.36878
H -2.90950 -1.13160 6.03244
H -3.50577 1.25095 5.72394
H -2.64933 2.47565 3.72694

---

[3]
26
Properties=species:S:1:pos:R:3 method="wB97M-V/def2-TZVPD" energy_ha=-3340.4343 e_lumo_ha=0.0011 fmax_ha_per_bohr=0.01321 e_homo_ev=-7.56 mol_weight_g_mol=472.09 homo_lumo_gap_ha=0.279
Au 1.11342 0.17431 -0.19904
O 5.83454 3.56564 2.04511
C 4.81921 2.83985 1.56393
C 3.52175 2.90841 2.08036
C 2.54262 2.12200 1.51926
N 2.76498 1.29071 0.50266
C 3.99905 1.22799 0.01234
Br 4.29616 0.04635 -1.43034
C 5.05686 1.97176 0.49764
H 5.55259 4.12907 2.77920
H 3.28841 3.56375 2.90516
H 1.52869 2.14588 1.88782
H 6.04423 1.89167 0.07371
C -0.50033 -0.73454 -0.69677
C -1.58533 -1.23142 -0.88899
C -2.88471 -1.77129 -1.04676
C -3.09916 -3.14447 -1.16626
C -4.38615 -3.63685 -1.26383
C -5.47195 -2.77480 -1.24720
C -5.26490 -1.41046 -1.11150
C -3.98313 -0.90946 -1.01338
H -2.24864 -3.81321 -1.16717
H -4.54717 -4.70255 -1.33955
H -6.47579 -3.16366 -1.33248
H -6.10802 -0.73622 -1.06796
H -3.80721 0.15156 -0.89596

---

[4]
35
Properties=species:S:1:pos:R:3 method="wB97M-V/def2-TZVPD" energy_ha=-3605.5370 e_lumo_ha=-0.0584 fmax_ha_per_bohr=0.04043 e_homo_ev=-9.89 smiles="C[C@@H](O)COC1=C(I)C(=O)C(N=C=O)=C(CC(=O)Cl)C1=O.ClC(Cl)(Cl)Cl" mol_weight_g_mol=579.38 homo_lumo_gap_ha=0.305
C -0.83356 -2.01382 -2.62174
C -0.67837 -0.61727 -3.29044
O -1.99536 -0.16098 -3.68300
C -0.10715 0.45842 -2.34926
O 1.30289 0.27546 -2.07392
C 1.57569 0.99415 -0.93427
C 1.86501 2.30513 -0.93414
I 2.00934 3.47255 -2.71441
C 2.11713 3.03455 0.39846
O 2.79968 4.00830 0.49248
C 1.36614 2.42160 1.61039
N 1.00913 3.34005 2.67352
C -0.18268 3.66073 2.54369
O -1.33520 3.75847 2.63891
C 1.07195 1.11287 1.64074
C 0.29877 0.46474 2.78684
C 1.06038 0.68799 4.12608
O 2.16460 0.29723 4.27528
Cl 0.25628 1.58056 5.47964
C 1.55984 0.29820 0.43672
O 1.92699 -0.84007 0.54672
H -1.90368 -2.29067 -2.70134
H -0.58529 -2.04287 -1.54326
H -0.28033 -2.82272 -3.13546
H -0.07950 -0.75736 -4.21278
H -2.18531 0.61804 -3.14055
H -0.65487 0.42912 -1.38245
H -0.25164 1.45170 -2.82781
H 0.18488 -0.63110 2.66295
H -0.73349 0.86424 2.84982
C -2.15314 -4.67232 0.47613
Cl -1.72323 -6.37542 0.68645
Cl -3.26922 -4.18172 1.76044
Cl -0.68604 -3.68031 0.55696
Cl -2.93064 -4.44750 -1.09739

---

[5]
31
Properties=species:S:1:pos:R:3 method="wB97M-V/def2-TZVPD" energy_ha=-5028.0698 total_charge=+1 e_lumo_ha="-0.1785 / -0.1894" fmax_ha_per_bohr=0.13557 e_homo_ev="-11.92 / -11.91" multiplicity=2 mol_weight_g_mol=415.73 homo_lumo_gap_ha="0.260 / 0.248"
O 0.08988 3.95669 -3.66472
C 0.13823 2.81962 -3.70890
Cu -0.44857 -0.55198 -2.82744
C -0.19176 -2.24980 -3.49637
O -0.04036 -3.32683 -3.89633
C -0.53113 -0.08926 -4.81332
O -0.18423 -0.99932 -5.60641
C 2.63807 0.18415 -3.75184
O 3.76634 0.17404 -3.89062
C -1.92831 -0.15564 -3.99348
O -3.04882 -0.01712 -4.37199
H -0.29192 0.96649 -4.96025
C 2.13117 -0.89783 1.43763
N 0.71618 -0.51643 1.45717
C 0.10180 0.21601 0.49384
Se 0.87824 0.62411 -1.12806
N -1.11366 0.63970 1.01752
C -1.21479 0.27252 2.38233
C -1.99898 0.73697 3.43844
C -1.55589 0.54444 4.74197
C -0.34887 -0.11493 4.97929
C 0.40560 -0.65050 3.92560
C -0.04528 -0.47058 2.62566
H 2.74546 -0.16271 1.96159
H 2.49785 -0.95020 0.40352
H 2.27576 -1.88967 1.88325
H -1.78696 1.15379 0.45048
H -2.95007 1.23197 3.27145
H -2.12560 0.92460 5.57687
H 0.06250 -0.23558 5.98799
H 1.35813 -1.16677 4.07515

---

[6]
30
Properties=species:S:1:pos:R:3 method="wB97M-V/def2-TZVPD" energy_ha=-1903.3232 e_lumo_ha=-0.0336 fmax_ha_per_bohr=0.03735 e_homo_ev=-7.99 mol_weight_g_mol=536.10 homo_lumo_gap_ha=0.260
C -1.71410 1.70129 1.07317
C -1.91597 0.20300 1.16461
I -3.07314 -0.51124 2.75692
C -1.39113 -0.59704 0.23679
I -1.69673 -2.69027 0.25695
C -0.60839 -0.04801 -0.89400
C 0.71980 0.28653 -0.84519
C 1.55441 0.13726 0.40417
C 1.72376 -1.32024 0.91215
C 2.02354 -1.43726 2.36656
F 3.31672 -1.69248 2.74527
C 1.10308 -1.41854 3.39261
F 0.75159 -2.52217 4.03760
F 0.52930 -0.34498 3.89446
C 1.34018 0.84539 -2.01597
C 0.67772 1.06406 -3.17604
C -0.69683 0.72767 -3.26777
N -1.52643 0.87176 -4.30526
S -2.94383 0.30373 -3.80485
N -2.60478 -0.14080 -2.30026
C -1.31228 0.16361 -2.11884
H -0.64669 1.90565 1.01995
H -2.16753 2.21851 1.91195
H -2.16705 2.05786 0.14642
H 1.18594 0.80011 1.18821
H 2.55500 0.49766 0.16009
H 0.84857 -1.91054 0.67134
H 2.58463 -1.74632 0.39398
H 2.38959 1.10412 -1.95888
H 1.17464 1.49038 -4.03719

---

[7]
28
Properties=species:S:1:pos:R:3 method="wB97M-V/def2-TZVPD" energy_ha=-935.8436 e_lumo_ha=0.0164 fmax_ha_per_bohr=0.08533 e_homo_ev=-8.79 smiles="N#Cc1ccc(-c2ccc(O)cc2F)n1CC(=O)O" mol_weight_g_mol=260.22 homo_lumo_gap_ha=0.339
N -0.98478 4.84213 -0.85070
O -2.84468 0.63230 -0.89872
F 2.56011 0.02324 1.11479
C -0.42119 3.86841 -1.02526
O -3.59377 1.87276 0.82246
O 0.69375 -4.51382 1.91600
C -2.61673 1.26752 0.12984
C 1.29659 2.39286 -1.97664
C 1.64338 0.95663 -1.82128
C 0.15996 2.59567 -1.18240
C 0.71786 0.42609 -0.94849
C -0.16239 -3.06750 0.20657
C 1.73682 -2.28675 1.49618
C -0.23320 -1.82960 -0.50463
C 1.70864 -1.01045 0.83738
C 0.77713 -3.27934 1.25314
C 0.75302 -0.82099 -0.15045
N -0.16541 1.41389 -0.49490
C -1.16639 1.29635 0.63298
H -4.44932 1.64670 0.41837
H 1.49815 -4.57848 2.46900
H 1.68218 3.21109 -2.49798
H 2.63989 0.68936 -2.16391
H -0.79946 -3.94334 -0.01804
H 2.47361 -2.59836 2.16078
H -0.93958 -1.81256 -1.38731
H -1.07017 2.16779 1.24955
H -0.89404 0.43842 1.21369